Here is C31H25ClN4O5PRuS as an isolated structure from the Open Molecules 2025 dataset. Energies are from ωB97M-V/def2-TZVPD.

## Properties
ΔE to the lowest compared entry with this formula, charge and spin = 120.1 kJ/mol
HOMO level (alpha / beta) = -0.2318 / -0.2991 Eh
spin multiplicity = 6
⟨S²⟩ = 8.798
E_LUMO (alpha / beta) = -0.008 / -0.054 Eh

Structure (XYZ):
```
69
Properties=species:S:1:pos:R:3:forces:R:3:lowdin_charge:R:1
H 3.212407 -0.558910 -1.882584 -0.0017 -0.0508 0.0152 0.0933
C -0.977397 1.454776 5.515365 -0.0072 0.0006 -0.0570 -0.0845
H 3.623776 4.035256 2.432500 -0.0125 -0.0073 -0.0015 0.1057
C 5.350001 -3.768322 -2.187540 -0.0239 -0.0773 0.0146 -0.0295
H 3.602868 -0.549937 4.304816 -0.0048 0.0058 -0.0069 0.1090
H 5.519686 -0.419782 -2.714217 -0.0126 -0.0211 -0.0013 0.1101
C 4.050239 -3.851950 -1.718361 0.0332 0.0742 -0.0363 -0.0517
C 3.649774 2.986481 2.164712 -0.0004 -0.0247 -0.0110 -0.0762
C 1.916086 -1.653584 3.551847 -0.0807 -0.1584 -0.0835 -0.3475
N -1.059248 -1.815406 -0.599133 -0.1575 0.2157 -0.3649 0.0026
Ru 0.424480 -0.315825 0.268633 -0.2375 -0.6181 0.6672 1.3538
C -0.478143 -1.750740 -1.830807 0.3987 -0.2526 -0.0611 -0.4928
O 1.403553 1.122031 -0.698684 0.0309 0.5186 -0.2356 -0.2423
N -1.149255 -1.480051 -2.962155 -0.1816 -0.1375 0.1048 0.1514
H 5.514316 3.141672 1.116362 -0.0191 -0.0164 0.0166 0.1058
C -2.460265 -1.396105 -2.855305 0.0309 0.0283 -0.0613 -0.1047
C 0.943972 2.105975 -1.450009 0.2301 -0.3705 0.0298 -0.6762
C 4.716173 2.482374 1.434467 -0.0102 -0.0087 -0.0057 -0.0887
H 3.741928 -0.752454 1.197716 -0.0167 0.0113 -0.0095 0.1029
N 7.171055 -2.453371 -3.062951 -0.1285 -0.0271 -0.0926 0.1046
H 1.775047 2.543670 3.116815 -0.0072 -0.0006 0.0093 0.1074
H -2.837574 -1.789741 0.450711 0.0165 0.0240 0.0148 0.1188
H -2.996029 -1.162975 -3.770430 0.0131 -0.0134 0.0044 0.1133
C 4.754380 1.134331 1.097543 -0.0276 0.0089 -0.0002 -0.0780
C 2.646194 0.802249 2.210692 0.1011 -0.0743 0.1386 -0.3648
H -4.239446 -1.526281 -1.612423 0.0135 0.0151 -0.0243 0.1024
N 0.880713 -1.873328 -1.919527 -0.6182 0.2062 -0.3212 -0.1196
C -0.953786 1.170914 2.724423 -0.2673 0.2127 -0.4354 -0.2526
C 3.057489 -1.484902 4.330242 -0.0068 -0.0720 0.0648 -0.0772
H -2.742542 2.409014 2.753218 0.0220 -0.0110 0.0195 0.1169
S 1.676123 -2.818311 -0.952639 -0.1078 0.0615 0.0319 0.6120
C -1.966634 2.067118 4.721774 0.0014 0.0072 -0.0161 -0.0837
C 2.807174 -3.730240 5.158194 -0.0066 0.0016 0.0002 -0.0754
C -2.401433 -1.736220 -0.539792 0.3430 -0.0571 0.2762 -0.1334
O 1.761738 -2.189617 0.413418 -0.1471 0.0387 -0.3447 -0.4705
C 1.230389 -2.867023 3.566954 0.0099 -0.0165 -0.0174 -0.0805
H 5.949242 -4.666345 -2.283822 -0.0162 0.0114 -0.0038 0.1102
H 7.781482 -3.244923 -2.987359 0.0162 -0.0124 0.0568 0.0903
H 3.620920 -4.807670 -1.445851 0.0004 0.0367 -0.0064 0.1143
H -1.001635 1.555895 6.591397 -0.0045 0.0035 -0.0109 0.0977
C -1.011881 0.856937 1.361727 0.0043 -0.2866 0.4823 -0.3558
C -3.162256 -1.574230 -1.658809 -0.1063 -0.0085 -0.2210 -0.0503
H 0.799471 0.248346 5.501477 -0.0074 -0.0018 -0.0082 0.1093
H 7.610975 -1.555705 -3.137879 0.0087 0.0236 0.0401 0.0901
O -0.148763 2.171869 -1.955190 -0.0438 -0.1065 0.0511 0.0821
C 3.814868 -1.457917 -1.959518 -0.0539 -0.1112 0.0549 -0.0575
C 0.063732 0.596256 3.523038 0.0908 -0.1254 0.2579 -0.3435
H 5.577835 0.739877 0.515257 -0.0148 0.0051 0.0182 0.1071
H 1.147368 -4.847677 4.375377 0.0055 0.0113 0.0005 0.1078
O 1.243510 -4.189833 -0.934165 0.1176 0.0017 0.1859 -0.2893
H 4.383976 -2.397445 5.744466 -0.0094 0.0003 -0.0052 0.1054
C 3.497441 -2.526487 5.136995 -0.0130 0.0314 -0.0300 -0.0729
C -1.971272 1.947303 3.356025 -0.0059 -0.0109 0.0534 -0.0250
C 2.611905 2.148184 2.554346 0.0201 0.0547 -0.0244 -0.0736
C 3.285488 -2.701222 -1.608905 0.2600 0.0141 -0.0307 -0.3058
H 2.031666 3.767817 -0.659283 0.0132 -0.0050 0.0198 0.0754
H 3.157059 -4.541446 5.784223 0.0003 0.0129 -0.0106 0.1052
C 1.675015 -3.902960 4.371876 0.0184 0.0332 -0.0033 -0.0675
C 0.030088 0.723568 4.903240 0.0416 0.0387 0.0158 -0.0778
H 0.364525 -3.006737 2.930262 0.0172 0.0115 -0.0010 0.1103
P 1.252995 -0.308088 2.559050 0.1757 0.5125 0.0621 1.0517
H 1.566010 3.917632 -2.374699 0.0156 0.0424 -0.0278 0.0760
C 1.929086 3.244737 -1.608113 0.2921 0.1251 -0.0897 -0.4609
Cl 3.575118 2.706657 -2.087576 -0.2236 0.0100 0.0666 0.5674
C 3.722776 0.294821 1.480386 0.0623 -0.0128 -0.0225 -0.0999
O -1.611449 1.015135 0.318050 0.0274 0.1936 -0.0922 0.0379
C 5.892986 -2.535969 -2.551896 0.1509 0.0468 0.0023 -0.3184
H -2.747407 2.645068 5.200683 0.0051 -0.0050 0.0001 0.1048
C 5.108969 -1.381253 -2.425835 -0.0054 0.0503 -0.0004 -0.0251
```
Positions in Å, forces in eV/Å.

***

Here is C31H25CrF2N3O4P as an isolated structure at a distorted geometry from the Open Molecules 2025 dataset. Energies are from ωB97M-V/def2-TZVPD.

## Properties
ΔE to the lowest compared entry with this formula, charge and spin = 30.3 kJ/mol
HOMO level (alpha / beta) = -0.1031 / -0.1871 Eh
spin multiplicity = 5
⟨S²⟩ = 6.046
E_LUMO (alpha / beta) = 0.091 / 0.079 Eh
charge = -1

Structure (XYZ):
```
67
Properties=species:S:1:pos:R:3:forces:R:3:lowdin_charge:R:1
H 3.755898 2.390679 -5.543579 -0.0037 0.0023 0.0235 0.0940
C 1.003860 2.650880 0.271216 -0.1767 0.0051 -0.0812 -0.0388
H -4.483648 -4.241403 2.035390 0.0106 -0.0049 -0.0260 0.0954
C 2.286062 -0.623341 -3.651536 -0.0444 0.0735 -0.0789 -0.1146
C 1.358981 -0.995473 0.124745 -0.0718 0.0886 0.0485 -0.1542
H 1.593931 2.602072 -4.397430 0.0028 -0.0150 -0.0148 0.0901
C 4.049065 0.343705 -4.975354 -0.0036 0.0116 0.0234 -0.1190
H -0.798951 -0.896332 -4.248065 -0.0172 -0.0259 0.0102 0.0421
H 0.472192 2.838310 -0.653733 0.0398 0.0045 0.0056 0.0893
F 2.694906 4.145466 -0.416381 0.0205 0.0271 -0.0175 0.0539
H 1.987394 0.738097 4.988641 -0.0131 0.0037 -0.0174 0.1037
H -0.725000 1.816911 -4.696814 -0.0278 0.0181 -0.0111 0.0396
H 1.696532 -0.031703 -0.236844 -0.0163 0.0136 0.0670 0.0935
C 2.942727 3.086831 1.655364 0.0856 0.0602 0.0111 0.0521
P 0.050361 0.745488 -2.621935 0.3804 -0.0680 -0.5988 0.9468
C -0.434552 -2.264574 0.943797 -0.0054 0.1209 -0.0896 -0.2145
C -3.921373 -3.371332 1.717302 0.0199 0.0196 0.0047 -0.0984
H -0.611459 2.991939 -3.358059 0.0126 0.0009 -0.0451 0.0363
C 0.555867 0.681283 3.393978 0.1411 0.1575 -0.1496 -0.1612
C -1.038999 -0.734800 5.130178 -0.0111 -0.0026 0.1332 -0.0501
F 3.146522 2.048682 3.726545 0.0210 -0.0134 0.0055 0.0412
H 3.879921 3.595819 1.829394 -0.0083 -0.0152 -0.0124 0.1246
N 0.084082 -1.040914 0.541417 0.2791 -0.5402 -0.0189 0.0070
H -1.716879 -1.252418 5.794099 -0.0042 -0.0324 -0.0508 0.1039
H 1.885567 -1.470387 -3.104060 0.0469 -0.0014 -0.0122 0.0875
C 2.117745 1.653618 -4.370155 0.0044 -0.0918 -0.0560 -0.1082
C -2.562621 -3.443362 1.599498 0.0023 -0.0247 0.0528 -0.0372
Cr -1.142222 0.542828 1.034024 -1.1276 0.6562 -1.2864 0.8238
C 2.209324 -2.073530 0.130071 0.0095 -0.1204 -0.0382 -0.0874
H -1.946905 1.845554 -3.390282 0.0269 0.0502 0.0343 0.0199
C 1.718924 -3.305850 0.624531 0.0148 0.1211 -0.0276 -0.0947
H -0.445167 -1.655634 -2.670730 -0.0152 0.0075 -0.0183 0.0268
C 2.203932 3.287598 0.503439 -0.0546 -0.0751 0.1090 -0.2682
H -1.887349 -0.651605 -2.851215 0.0211 -0.0146 0.0311 0.0356
H 0.022440 -4.333454 1.388608 0.0123 -0.0011 -0.0234 0.0933
C -4.590912 -2.163178 1.424519 -0.0365 -0.0148 -0.0218 -0.0838
N -0.634728 0.205678 2.975856 0.0009 -0.0594 0.9112 0.0292
N -2.491703 -1.103078 1.003622 -0.0139 -0.1552 0.3509 0.0080
C -0.889312 1.971898 -3.628828 -0.0093 -0.0289 0.1414 -0.2716
C 1.555215 0.571832 -3.688734 0.1087 -0.0289 0.2232 -0.3775
C -2.963036 1.716536 -0.790353 0.1455 0.0036 0.5132 -0.5432
H 0.578908 -0.582337 6.535800 0.0097 0.0369 -0.0015 0.1061
C 0.487046 1.765396 1.213279 0.3910 0.2300 -0.0340 -0.1242
C -1.827664 -2.296779 1.198700 -0.0283 0.1110 -0.0900 -0.2343
O -1.872907 1.007678 -0.765305 0.0205 -0.0095 0.0465 -0.2159
C -3.300064 2.317698 0.624732 0.3205 -0.2547 -0.3053 -0.5574
C 0.224100 -0.341612 5.541464 -0.0145 0.0568 -0.1308 -0.0557
H 5.014810 0.261278 -5.459500 -0.0299 -0.0088 -0.0267 0.0901
C 3.345020 1.538842 -5.013784 -0.0269 -0.0107 0.0316 -0.1059
H -2.398444 -0.722801 3.467545 0.0305 -0.0337 -0.0311 0.1196
O -4.221881 3.081838 0.790645 -0.0764 0.0607 0.1166 0.0725
O -3.671411 1.902624 -1.756132 -0.0243 0.0149 -0.1699 0.0611
C -3.823075 -1.069931 1.087785 0.0659 -0.0230 0.0382 -0.1188
H -5.667084 -2.081589 1.473098 0.0202 0.0116 0.0015 0.0897
H -2.043742 -4.365616 1.822986 -0.0183 -0.0050 -0.0348 0.0932
C 1.215328 1.556471 2.405131 -0.2310 -0.1269 0.0160 -0.1190
H -4.287079 -0.111095 0.887461 0.0157 0.0239 0.0467 0.1195
H 4.057263 -1.676532 -4.247055 -0.0182 0.0093 0.0055 0.0940
C 3.512525 -0.740061 -4.290391 -0.0503 0.0245 0.0180 -0.1055
O -2.483418 1.870748 1.534812 -0.1339 -0.0339 0.3810 -0.1272
C -1.422840 -0.437820 3.839629 -0.0752 -0.1237 -0.1607 -0.0774
C -0.849908 -0.770421 -3.164792 0.0050 0.0168 0.1200 -0.2635
H 3.221576 -1.966713 -0.232709 -0.0112 0.0166 0.0080 0.0908
H 2.370101 -4.169869 0.677241 -0.0247 -0.0165 0.0084 0.0950
C 1.018784 0.386175 4.675331 0.1036 -0.0452 0.1373 0.0078
C 0.417968 -3.395955 1.021952 0.0002 -0.0609 0.0288 -0.0367
C 2.419457 2.221046 2.589930 0.0342 0.0274 -0.0232 -0.2129
```
Positions in Å, forces in eV/Å.

***

Here is C31H25IrN7O3S as an isolated structure at a distorted geometry from the Open Molecules 2025 dataset. Energies are from ωB97M-V/def2-TZVPD.

## Properties
ΔE to the lowest compared entry with this formula, charge and spin = 345.4 kJ/mol
HOMO level (alpha / beta) = -0.6859 / -0.6859 Eh
spin multiplicity = 2
⟨S²⟩ = 0.767
E_LUMO (alpha / beta) = -0.521 / -0.563 Eh
charge = +4

Structure (XYZ):
```
68
Properties=species:S:1:pos:R:3:forces:R:3:lowdin_charge:R:1
H -1.124637 5.091143 1.216748 -0.0636 0.1083 -0.1373 0.1448
C 0.395590 0.364215 5.047122 -0.2424 -0.1566 0.1715 -0.0361
C 0.517382 1.058161 -2.494978 -1.1835 0.4134 -0.9288 -0.2785
H 0.587040 -0.006799 2.937472 0.0253 0.0625 -0.0072 0.0854
H 1.669517 -1.775343 -3.575908 0.0465 0.0895 0.0903 0.1220
H -1.018798 -0.412077 -2.187283 -0.1456 0.0396 -0.1803 0.0800
H 2.616424 -2.487836 1.851030 -0.0080 0.0406 -0.0579 0.1332
C 4.479978 0.418447 0.239423 -0.6766 -0.2381 -0.1166 0.0609
N -0.337684 -3.399634 0.409363 0.8814 1.4545 -0.6320 0.0066
H -5.272744 4.020213 1.348500 -0.2080 0.1170 0.0098 0.1621
H 1.108191 -6.354090 -2.071218 -0.0472 -0.0022 0.0293 0.1509
H -1.450794 -3.517666 2.236225 -0.1041 0.0459 0.1757 0.1502
N 1.284056 0.435292 -1.511398 0.1465 -1.7503 1.7065 0.0132
C 3.199848 0.032643 -0.166259 0.3913 0.2674 -0.0339 -0.2251
C -1.532099 3.003979 1.391019 0.5781 0.7379 0.2514 0.0528
C -2.539811 2.061739 1.531255 -1.6287 -1.9124 0.2646 -0.2854
S -2.080086 0.308592 1.829497 -1.2293 -0.1894 1.1838 1.0825
C -1.846383 0.818538 5.840177 0.0754 -0.2462 -0.0902 -0.0170
C -1.185362 2.136149 -4.427851 -0.1305 0.2912 -0.3705 -0.0682
C -4.231297 3.740499 1.361639 -0.9697 -0.1007 -0.1086 0.1030
O -1.801667 3.542492 -6.334630 0.2290 1.3212 -1.4006 0.2025
C 0.763817 -4.242434 -1.634020 0.2453 -0.9711 -0.2975 -0.1731
C -1.898445 4.337663 1.263759 -0.4878 1.2872 -0.1113 0.0361
C 3.158188 -1.660784 1.406901 -0.0744 -0.7076 0.6152 -0.0705
C 0.031892 2.750313 -4.157781 0.0352 -0.4493 0.2927 0.0228
H 0.338215 3.657700 -4.657428 0.0177 0.0307 -0.0761 0.1329
C -1.438756 0.416019 3.519271 -0.1993 0.1690 -0.3066 -0.3732
H -0.872145 3.817903 -6.401567 -0.3285 -0.4291 0.2741 0.1428
N 0.960487 -2.992730 -2.060324 -0.1313 1.4551 2.2824 0.0485
C 1.228033 -5.330175 -2.405595 -0.7397 1.0066 0.9988 0.0095
Ir 0.433377 -1.367540 -0.332644 2.1255 -0.3204 -1.2230 1.4296
C -2.193098 2.682074 -5.456585 -0.0647 -1.5170 1.8576 -0.4919
H 4.887947 -1.907693 2.656662 -0.0555 -0.0906 0.0539 0.1419
C -0.492084 0.621989 6.089689 0.0909 -0.0199 0.0329 -0.0069
C 2.505161 0.726027 -1.230838 -0.2520 -0.0486 -0.0193 -0.0155
H 1.453341 0.271866 5.244463 0.0275 -0.1410 0.0580 0.1218
N -0.991127 -5.319368 1.182760 -0.1324 1.2358 0.4202 0.1043
N -0.342915 -5.602356 0.073603 0.6890 -0.1298 -1.2963 0.1849
C -2.334797 0.686833 4.550462 0.0440 0.2036 -0.1171 -0.0618
H -3.512606 5.731930 1.067795 0.0414 0.0163 0.1345 0.1553
C -3.881667 2.400557 1.497214 1.2474 -1.8502 0.2438 0.0158
H -2.523958 1.051603 6.647919 -0.0367 -0.0690 0.0665 0.1337
C 4.433835 -1.334820 1.862341 -0.0945 0.3428 -0.3180 0.0333
H -3.391866 0.805585 4.366618 -0.1656 0.0395 -0.0660 0.1214
C 0.049003 -4.441995 -0.397151 -0.2901 -0.4322 0.5629 -0.2956
C -0.729905 0.476426 -2.758036 0.2592 0.0459 0.1413 -0.0324
H -4.665188 1.662452 1.577209 0.0025 -0.2201 0.0518 0.1433
H -0.491492 2.721918 1.425355 0.1644 -0.1229 -0.0281 0.1419
C 0.881854 2.212738 -3.203715 0.2647 -0.1993 0.3753 0.0205
C 5.095930 -0.263594 1.279151 -0.0996 -0.2742 0.1531 0.0391
C -0.991423 -3.997696 1.394386 -0.4076 -0.1599 0.7156 -0.0750
O -3.316527 2.275930 -5.353018 0.0123 0.3228 -0.3923 0.1571
H -0.131487 0.634116 7.110273 0.0417 0.2259 -0.0325 0.1343
C 1.979183 -3.875249 -4.002393 -0.5043 0.7871 0.5469 -0.0230
C 1.548198 -2.790844 -3.227597 0.3997 0.5831 -0.8207 -0.0501
N 2.555561 -0.992634 0.435284 -2.2544 -0.4993 -0.9035 0.0160
C -0.083312 0.219754 3.756699 0.0747 0.3607 -0.3569 -0.0865
C -3.235446 4.696013 1.225538 1.8719 1.4815 -0.2803 0.0607
H 4.973066 1.249476 -0.241576 -0.0096 0.0721 -0.1221 0.1453
H 2.444274 -3.753224 -4.973010 0.0076 0.1313 0.0214 0.1463
O -0.879756 0.035533 0.970388 2.0284 -0.3662 -1.5781 -0.6648
H -1.415756 -6.064831 1.728041 0.0005 0.1028 0.0462 0.2062
N 1.807022 -5.083875 -3.539143 0.8515 -1.4172 -1.2538 0.1492
H -2.540053 0.560382 -3.909712 -0.0974 0.0151 -0.1009 0.1376
C -1.576864 1.003244 -3.709152 0.1852 0.0706 -0.0264 0.0265
H 1.819356 2.712176 -3.013553 0.1131 0.0679 0.0405 0.1184
H 3.072270 1.488845 -1.761966 -0.2680 0.0003 -0.0823 0.1560
H 6.074000 0.036124 1.625078 0.1156 -0.0119 0.0045 0.1475
```
Positions in Å, forces in eV/Å.